Record 1
Density functional theory data (ωB97M-V/def2-TZVPD) for a structure of composition C46H35F5LiN5OP2.

```
95
Properties=species:S:1:pos:R:3:forces:R:3
Li -1.4042 -1.4597 -0.0427 0.07 -0.05 -0.02
C 3.8676 3.7008 -2.0896 0.00 0.00 0.00
C 2.6684 2.9993 -2.7521 0.01 0.01 0.00
C 2.5603 3.4402 -4.2201 0.00 0.00 0.00
C 2.8843 1.4950 -2.6785 -0.03 -0.01 0.00
C 3.9140 0.8716 -3.3845 0.00 0.02 0.00
C 4.1647 -0.4816 -3.2544 0.02 -0.01 -0.01
C 3.3998 -1.2522 -2.3854 -0.01 0.01 0.00
C 2.3642 -0.6735 -1.6704 0.02 0.00 0.00
P 1.3276 -1.4988 -0.4041 -0.04 -0.01 0.04
C 2.0924 -0.7921 1.1050 -0.01 -0.01 0.01
C 3.3864 -0.2734 1.1358 0.01 -0.03 0.01
C 3.9154 0.2209 2.3187 0.01 -0.01 -0.02
C 3.1640 0.1900 3.4863 -0.01 0.01 0.01
C 1.8788 -0.3291 3.4654 0.00 0.01 0.00
C 1.3429 -0.8077 2.2781 0.01 0.01 -0.02
C 1.9572 -3.2119 -0.4133 -0.01 0.00 -0.03
C 2.5652 -3.7968 0.6927 -0.01 0.01 0.01
C 2.8922 -5.1471 0.6797 0.01 0.00 0.00
C 2.6280 -5.9202 -0.4395 0.00 0.00 0.00
C 2.0252 -5.3428 -1.5499 0.00 0.00 0.00
C 1.6801 -4.0023 -1.5304 0.01 0.00 0.00
C 2.1186 0.6896 -1.8545 0.01 0.01 0.02
O 1.0794 1.1771 -1.1047 0.00 0.01 0.00
C 0.6661 2.4648 -1.2685 0.01 0.00 -0.02
C -0.5362 2.7876 -0.6310 0.02 -0.03 -0.02
C -0.9732 4.1055 -0.6909 -0.01 -0.01 0.00
C -0.2412 5.0607 -1.3790 0.00 0.01 0.00
C 0.9181 4.6929 -2.0398 0.00 0.00 0.00
C 1.3952 3.3857 -2.0110 -0.02 -0.01 0.01
P -1.5071 1.4410 0.1533 -0.03 0.00 0.06
C -3.1856 2.1719 0.0000 -0.01 -0.05 -0.01
C -3.7332 2.2290 -1.2843 0.01 0.01 0.01
C -5.0196 2.6980 -1.4877 0.00 0.01 0.00
C -5.7910 3.1045 -0.4013 0.00 0.00 -0.01
C -5.2596 3.0390 0.8777 0.00 0.00 0.01
C -3.9611 2.5788 1.0774 -0.01 0.01 0.01
C -1.1651 1.6161 1.9377 0.01 0.07 -0.01
C -1.6890 0.6281 2.7724 -0.02 -0.01 0.00
C -1.5059 0.6949 4.1444 0.00 -0.01 -0.01
C -0.7740 1.7391 4.6931 0.00 0.01 0.01
C -0.2247 2.7099 3.8677 0.00 0.00 0.01
C -0.4234 2.6535 2.4949 -0.01 -0.01 -0.01
H 4.7940 3.4425 -2.6053 0.00 0.00 0.00
H 3.9603 3.3984 -1.0454 0.00 0.00 0.00
H 3.7461 4.7849 -2.1245 0.00 0.00 0.00
H 3.4667 3.1870 -4.7696 0.00 0.00 0.00
H 2.4258 4.5191 -4.2951 0.00 0.00 0.00
H 1.7153 2.9528 -4.7076 0.00 0.00 0.00
H 4.5424 1.4632 -4.0385 0.00 0.00 0.00
H 4.9729 -0.9370 -3.8112 0.00 0.00 0.00
H 3.6216 -2.3028 -2.2520 0.00 0.00 0.00
H 3.9895 -0.2608 0.2362 0.00 0.01 -0.01
H 4.9213 0.6220 2.3306 0.00 0.00 0.00
H 3.5816 0.5712 4.4099 0.00 0.00 0.00
H 1.2829 -0.3594 4.3681 0.01 -0.01 -0.01
H 0.3389 -1.2086 2.2667 -0.01 -0.03 0.02
H 2.7710 -3.2051 1.5756 0.00 0.00 0.00
H 3.3490 -5.5949 1.5531 0.00 0.00 0.00
H 2.8752 -6.9739 -0.4430 0.00 0.00 0.00
H 1.7980 -5.9453 -2.4198 0.00 0.00 0.00
H 1.1719 -3.5674 -2.3843 0.00 0.00 0.00
H -1.8994 4.3835 -0.2041 0.00 0.00 0.00
H -0.5829 6.0866 -1.4127 0.00 0.00 0.00
H 1.4701 5.4444 -2.5906 0.00 0.00 0.00
H -3.1403 1.9044 -2.1334 0.00 -0.01 0.00
H -5.4234 2.7501 -2.4913 0.00 0.00 0.00
H -6.7959 3.4773 -0.5558 0.00 0.00 0.00
H -5.8511 3.3563 1.7273 0.00 0.00 0.00
H -3.5580 2.5364 2.0811 0.00 0.00 0.00
H -2.2379 -0.2100 2.3525 0.00 0.00 0.00
H -1.9131 -0.0842 4.7758 0.00 0.00 0.00
H -0.6182 1.7869 5.7636 0.00 0.00 0.00
H 0.3609 3.5154 4.2923 0.00 0.00 0.00
H 0.0051 3.4170 1.8577 0.00 0.00 0.00
N -6.5039 -0.4211 -0.4194 0.00 -0.03 0.03
N -5.3152 -1.0147 -0.8127 0.00 -0.04 0.02
N -5.2506 -1.9053 -1.7732 0.01 0.03 -0.02
C -3.9586 -2.2167 -1.7402 -0.01 0.00 0.02
N -3.3060 -1.5289 -0.7995 0.00 0.01 -0.04
N -4.2013 -0.7688 -0.2031 0.01 0.03 -0.01
H -7.0975 -0.3960 -1.2407 0.00 0.01 0.00
H -6.2747 0.5266 -0.1283 -0.01 0.01 -0.02
H -3.4981 -2.9447 -2.3837 0.00 0.00 0.00
F -1.0324 -2.6379 3.5682 -0.01 0.00 -0.01
C -0.9772 -3.5321 2.5316 0.03 0.01 0.00
C -1.2194 -3.1115 1.2471 0.00 0.05 0.00
C -1.1386 -4.1179 0.3194 -0.01 -0.01 0.00
F -1.3501 -3.8031 -1.0138 -0.02 0.01 0.00
C -0.8327 -5.4402 0.5802 0.00 0.01 0.01
F -0.7842 -6.3740 -0.3832 0.00 -0.02 -0.02
C -0.5712 -5.7936 1.8919 -0.01 0.02 0.00
F -0.2529 -7.0574 2.2007 0.00 -0.02 0.00
C -0.6446 -4.8298 2.8837 0.00 0.01 0.00
F -0.3928 -5.1793 4.1560 0.00 0.00 -0.01
```
Forces are in eV/Å.

Results
**Energy**: -3312.49926 Ha
**Energy above the lowest of the compared OMol25 structures with the same formula, charge and spin**: 0.0 kcal/mol
**Kohn-Sham gap**: 0.303 Eh


Record 2
Density functional theory data (ωB97M-V/def2-TZVPD) for a structure of composition C46H36Cl5GdN3O3Te.

```
95
Properties=species:S:1:pos:R:3:forces:R:3
Gd 0.7526 0.0182 1.1584 1.54 1.03 -0.92
Cl 1.3984 -0.9168 3.8572 0.05 0.05 0.15
C 2.7815 0.1468 3.5578 -0.27 -0.38 0.45
C 2.8462 0.7105 2.3105 0.21 -0.01 0.14
C 3.9619 1.4766 2.0429 0.22 0.20 -0.28
Cl 4.1959 2.1210 0.4318 0.03 -0.16 0.21
C 4.9415 1.7220 3.0080 0.00 -0.01 0.07
Cl 6.2971 2.7170 2.6632 -0.03 -0.03 -0.04
C 4.8148 1.1469 4.2784 -0.07 -0.03 -0.01
Cl 5.9979 1.4351 5.4827 0.02 0.01 -0.01
C 3.7239 0.3236 4.5656 0.02 0.07 -0.12
Cl 3.5604 -0.4379 6.0955 0.01 0.05 -0.08
C -3.0911 0.6583 -3.4005 -0.03 0.15 0.05
C -2.5909 0.2156 -2.0551 -0.02 -0.09 -0.12
C -1.9269 -0.9875 -1.8822 0.11 -0.05 0.13
C -1.4229 -1.3484 -0.6281 -0.12 -0.36 -0.13
C -0.6267 -2.5881 -0.3788 0.16 0.18 0.03
O 0.4157 -2.4976 0.2688 -0.02 0.15 -0.12
C -1.0845 -3.9103 -0.8695 0.11 0.17 0.04
C -2.3721 -4.1059 -1.3578 -0.07 -0.09 -0.05
C -2.7710 -5.3709 -1.7655 0.08 0.00 0.01
C -1.8812 -6.4330 -1.6891 -0.02 -0.01 -0.02
C -0.5944 -6.2424 -1.1935 -0.12 0.08 -0.03
C -0.1993 -4.9851 -0.7789 -0.03 -0.07 0.04
C -1.6319 -0.5238 0.4867 -0.29 -0.46 0.76
O -1.0858 -0.8212 1.6750 -1.85 -0.67 -0.07
C -2.3335 0.6828 0.3124 -0.07 0.01 0.34
C -2.7872 1.0325 -0.9429 -0.08 0.16 0.06
C -2.3943 1.5799 1.5185 0.05 0.07 -0.08
N -1.2236 1.8548 1.9463 0.21 -0.10 0.21
C -0.8942 2.8090 2.9885 0.05 0.12 -0.18
C 0.5173 3.3651 2.7445 -0.05 -0.05 0.08
Te 1.0238 3.4618 0.6698 0.39 0.13 -0.06
C -0.7388 4.4117 0.0752 -0.20 -0.02 -0.10
C -1.3310 5.3956 0.8596 -0.09 0.02 -0.11
C -2.4962 6.0149 0.4274 0.01 0.01 0.04
C -3.0583 5.6780 -0.7957 0.01 -0.03 -0.02
C -2.4518 4.7157 -1.5903 0.05 0.00 0.04
C -1.2993 4.0751 -1.1530 -0.07 0.02 -0.03
C -3.7083 2.0083 2.0767 0.14 -0.03 -0.15
C -3.8506 2.4775 3.3870 -0.06 -0.03 -0.01
C -5.0925 2.8487 3.8755 -0.02 -0.04 -0.13
C -6.2183 2.7569 3.0694 0.00 0.00 0.06
C -6.1010 2.2591 1.7811 0.13 0.00 0.05
C -4.8609 1.8772 1.2970 -0.03 0.07 0.00
H -2.9754 -0.1212 -4.1418 0.03 -0.19 -0.17
H -2.5475 1.5368 -3.7532 0.03 0.03 0.00
H -4.1462 0.9290 -3.3613 -0.03 0.00 0.01
H -1.7680 -1.6467 -2.7325 0.01 0.08 0.08
H -3.0691 -3.2809 -1.3998 -0.02 0.01 0.02
H -3.7755 -5.5288 -2.1336 0.00 0.00 -0.01
H -2.1940 -7.4194 -2.0066 0.00 0.00 0.00
H 0.0857 -7.0772 -1.1217 0.06 -0.08 0.00
H 0.7819 -4.8150 -0.3552 -0.10 -0.02 -0.01
H -3.2960 1.9822 -1.0684 0.07 -0.01 -0.07
H -0.9211 2.3141 3.9638 0.01 0.01 0.03
H -1.6046 3.6374 3.0115 -0.02 0.00 -0.02
H 1.2929 2.7347 3.1838 -0.02 -0.01 -0.01
H 0.6369 4.3602 3.1658 -0.05 -0.02 0.08
H -0.8885 5.6973 1.8005 0.03 -0.01 0.02
H -2.9569 6.7759 1.0436 -0.01 0.00 0.01
H -3.9606 6.1699 -1.1323 -0.01 0.01 0.00
H -2.8759 4.4586 -2.5525 -0.02 0.00 -0.02
H -0.8456 3.3059 -1.7709 -0.01 0.03 0.06
H -3.0101 2.5231 4.0569 0.02 -0.03 0.01
H -5.1773 3.1992 4.8931 -0.03 0.03 0.07
H -7.1864 3.0500 3.4530 0.00 0.01 0.01
H -6.9736 2.1544 1.1542 -0.07 0.00 -0.04
H -4.7944 1.4666 0.3019 -0.05 -0.01 0.03
C 4.4030 -2.8743 -3.5161 0.01 0.19 0.12
N 3.2860 -1.9918 -3.2200 -0.09 -0.10 -0.09
N 2.9536 -1.6219 -1.9356 0.16 -0.19 0.03
C 2.0443 -0.6103 -1.9882 -0.52 0.43 0.21
O 1.5307 -0.0817 -0.9586 0.31 -0.06 -0.27
C 1.8139 -0.3344 -3.3549 0.18 -0.17 -0.03
C 2.6093 -1.1967 -4.0729 -0.01 0.04 -0.02
C 2.8085 -1.3032 -5.5445 0.00 0.04 0.06
C 3.3608 -2.3536 -0.7811 0.05 0.09 -0.17
C 3.1096 -3.7135 -0.6806 0.07 0.00 0.07
C 3.5021 -4.3818 0.4692 0.02 0.07 -0.02
C 4.1161 -3.6893 1.5081 -0.04 -0.03 -0.06
C 4.3555 -2.3279 1.3915 -0.01 0.00 0.01
C 3.9929 -1.6557 0.2325 0.02 -0.11 0.12
H 5.0101 -2.9860 -2.6219 0.00 0.00 -0.01
H 5.0125 -2.4186 -4.2910 0.05 -0.03 -0.07
H 4.0626 -3.8542 -3.8390 -0.05 -0.08 -0.03
H 1.1465 0.4162 -3.7371 -0.01 0.00 -0.02
H 2.1025 -0.6560 -6.0574 0.00 0.01 0.00
H 2.6604 -2.3228 -5.8942 -0.01 -0.08 -0.01
H 3.8171 -0.9952 -5.8230 0.02 0.01 -0.01
H 2.5966 -4.2339 -1.4805 0.05 0.04 -0.01
H 3.3134 -5.4427 0.5616 0.01 -0.02 0.02
H 4.4137 -4.2151 2.4050 -0.01 -0.01 0.01
H 4.8379 -1.7841 2.1943 0.01 -0.02 0.00
H 4.1994 -0.6050 0.1055 0.01 0.13 -0.01
```
Forces are in eV/Å.

Results
**Charge**: +1
**Spin multiplicity**: 8
**Energy**: -5498.99201 Ha
**Kohn-Sham gap (spin up / spin down)**: 0.282 / 0.197 Eh